93
Properties=species:S:1:pos:R:3:forces:R:3:mulliken_charge:R:1 method="wB97M-V/def2-TZVPD" spin_multiplicity=2 homo_lumo_gap_ev="4.677 / 5.564"
Ti 0.4511 -0.2607 0.0820 1.34 -0.39 0.05 0.3174
I -3.8494 -5.9304 6.6881 0.20 0.13 -0.20 0.0809
C -2.6440 -4.8736 5.3205 -0.25 -0.15 0.20 -0.0346
C -1.2670 -4.9115 5.4406 0.03 -0.07 0.10 -0.6179
C -0.4781 -4.1927 4.5507 0.10 0.05 -0.07 -0.0356
C -1.0607 -3.4380 3.5424 -0.07 -0.05 -0.02 -1.0563
C -2.4538 -3.4281 3.4319 0.09 -0.01 0.06 -0.0546
C -3.2504 -4.1361 4.3146 0.03 -0.01 -0.02 -0.7315
C -0.3295 -2.5875 2.5581 0.11 0.42 -0.04 0.8113
C 0.0529 -1.3167 2.9432 -0.26 -0.48 0.02 0.3584
C 0.1709 -0.8710 4.3085 0.03 0.28 0.03 -1.4155
C 0.3653 0.4652 4.2807 0.02 -0.29 0.06 -1.2570
C 0.3071 0.8730 2.8969 -0.22 0.51 -0.01 -0.3336
C 0.0545 2.1633 2.4833 0.03 -0.40 0.12 2.0109
C -0.1258 3.2166 3.5231 0.05 0.03 0.02 -1.2521
C -1.3303 3.2861 4.2196 0.04 0.02 0.00 0.1637
C -1.5430 4.2653 5.1771 -0.03 0.00 0.02 -0.6989
C -0.5365 5.1806 5.4425 -0.06 0.21 0.23 -0.1346
I -0.8421 6.6633 6.9077 0.04 -0.21 -0.22 0.0799
C 0.6686 5.1277 4.7640 0.06 0.06 0.02 -0.7000
C 0.8683 4.1461 3.8027 0.02 -0.03 -0.03 0.0065
C -0.2864 2.5023 1.1576 -0.14 0.31 0.02 -0.5520
N -0.2154 1.6560 0.0717 -0.29 0.23 0.00 0.8674
C -0.7395 2.3593 -0.9954 -0.08 0.31 0.00 0.6764
C -0.7934 1.8969 -2.3255 0.12 -0.47 -0.12 0.7113
C -1.5128 2.7359 -3.3246 0.02 0.05 -0.05 -1.0239
C -0.9112 3.8016 -3.9829 0.03 -0.04 0.04 0.2959
C -1.6333 4.5770 -4.8795 0.05 0.07 -0.02 -0.7438
C -2.9660 4.2840 -5.1123 -0.20 0.18 -0.21 -0.0997
I -4.0802 5.4893 -6.4325 0.17 -0.18 0.17 0.0791
C -3.5820 3.2158 -4.4799 -0.02 0.00 0.00 -0.7211
C -2.8491 2.4452 -3.5911 0.05 0.04 -0.01 0.1262
C -0.3065 0.6744 -2.7302 -0.38 0.57 0.05 0.0715
C -0.2001 0.2412 -4.1014 0.11 -0.34 -0.04 -1.0841
C 0.2280 -1.0396 -4.0840 -0.03 0.31 -0.08 -1.6211
C 0.3311 -1.4386 -2.6991 -0.06 -0.56 0.03 -0.1369
N 0.0948 -0.3443 -1.8825 0.03 0.08 -0.35 0.5571
C 0.3702 -2.7497 -2.2742 -0.08 0.37 -0.03 1.4093
C 0.1521 -3.1317 -0.9317 0.01 -0.20 -0.05 -0.1381
C -0.1753 -4.4454 -0.5119 0.09 0.13 -0.06 -1.5187
C -0.4680 -4.3795 0.8256 0.03 0.19 0.01 -1.5002
C -0.2798 -3.0325 1.2233 0.02 -0.30 0.15 0.3666
N 0.0956 -2.2687 0.1402 -0.30 -0.16 -0.01 0.9844
C 0.2889 -3.8295 -3.3016 -0.06 0.04 -0.02 -1.0546
C 1.3746 -4.6134 -3.6661 0.01 0.01 0.02 0.0365
C 1.2253 -5.6403 -4.5903 0.07 -0.02 0.01 -0.7217
C -0.0191 -5.8825 -5.1435 -0.08 -0.28 -0.24 -0.0775
I -0.2650 -7.4690 -6.5071 0.05 0.23 0.17 0.0805
C -1.1156 -5.1052 -4.8042 0.00 0.04 0.04 -0.7492
C -0.9523 -4.0802 -3.8863 0.07 -0.07 -0.01 0.1980
C -1.1439 3.6465 -0.5701 0.05 -0.20 -0.10 -1.6266
C -0.8438 3.7433 0.7654 0.13 -0.16 0.07 -1.4479
N 0.2299 -0.2470 2.0837 -0.02 -0.01 0.31 0.6497
H -0.8083 -5.4991 6.2242 0.03 0.02 -0.01 0.3884
H 0.6002 -4.2232 4.6485 0.01 0.00 -0.02 0.5002
H -2.9103 -2.8381 2.6466 -0.02 -0.02 0.00 0.4897
H -4.3272 -4.1079 4.2205 0.00 -0.01 0.01 0.3874
H 0.1235 -1.5203 5.1671 -0.07 0.03 0.02 0.5686
H 0.4934 1.1349 5.1151 -0.02 0.01 0.00 0.6623
H -2.1087 2.5628 4.0091 0.00 0.01 -0.02 0.5034
H -2.4834 4.3133 5.7088 0.01 -0.01 0.00 0.3917
H 1.4477 5.8462 4.9794 0.01 -0.01 -0.01 0.4155
H 1.8099 4.0996 3.2692 -0.02 0.01 -0.02 0.4241
H 0.1318 4.0268 -3.7956 0.00 0.01 0.02 0.4906
H -1.1585 5.4058 -5.3867 0.00 0.00 0.01 0.4062
H -4.6218 2.9882 -4.6700 0.00 0.01 -0.01 0.3963
H -3.3209 1.6096 -3.0889 0.01 0.01 0.01 0.5056
H -0.4149 0.8573 -4.9593 -0.04 0.00 0.01 0.6205
H 0.4254 -1.6868 -4.9225 -0.03 0.00 -0.01 0.6488
H -0.1958 -5.3101 -1.1541 0.00 -0.02 0.01 0.5343
H -0.7469 -5.1857 1.4842 -0.03 0.01 0.00 0.5331
H 2.3480 -4.4296 -3.2287 -0.02 0.02 0.04 0.4697
H 2.0754 -6.2486 -4.8670 0.00 0.00 0.00 0.3982
H -2.0867 -5.2967 -5.2393 0.01 -0.01 -0.02 0.3825
H -1.8013 -3.4690 -3.6052 0.00 0.00 0.01 0.5151
H -1.5974 4.3941 -1.1997 0.01 0.00 -0.01 0.5854
H -1.0045 4.5873 1.4154 0.00 -0.01 0.02 0.5156
C 2.8878 1.9792 -2.3224 0.03 -0.10 0.25 -0.8107
Ge 3.4076 1.4120 -0.5054 0.37 0.30 -0.12 0.5132
C 3.0690 2.8759 0.7777 -0.02 -0.23 -0.15 -1.2951
C 5.3879 1.2357 -0.5357 -0.30 -0.14 0.03 -1.3318
C 2.5430 -0.2874 0.0045 -0.37 0.34 0.00 -0.8239
H 3.5101 2.8231 -2.6234 0.00 0.01 0.01 0.5264
H 1.8422 2.2814 -2.3667 0.01 0.01 0.01 -0.1331
H 3.0445 1.1671 -3.0344 -0.02 -0.01 0.00 0.3137
H 3.7840 3.6790 0.5939 0.03 -0.02 -0.02 0.4879
H 3.2049 2.5203 1.8008 0.00 0.00 0.00 0.3440
H 2.0633 3.2797 0.6801 0.00 0.02 -0.02 0.4093
H 5.8310 2.1947 -0.8093 -0.05 0.02 -0.01 0.3640
H 5.7162 0.4914 -1.2620 -0.03 -0.02 0.00 0.3581
H 5.7753 0.9529 0.4440 -0.03 -0.02 0.01 0.3710
H 2.9394 -0.5855 0.9805 -0.07 -0.03 0.01 0.6416
H 2.8450 -1.0430 -0.7311 -0.08 0.01 -0.03 0.5331



8
Properties=species:S:1:pos:R:3:forces:R:3:mulliken_charge:R:1 method="wB97M-V/def2-TZVPD" total_charge=+2 spin_multiplicity=4 homo_lumo_gap_ev="8.996 / 7.425"
H -1.4271 -0.0899 0.7759 0.02 1.93 -0.80 0.3329
C 0.4849 -1.2019 0.1223 -0.51 -0.82 0.16 0.5193
O 1.5865 -1.6823 0.2268 -0.06 -0.34 -0.03 -0.2810
O 0.3282 0.0557 -0.1777 0.70 -1.06 -0.32 -0.2865
C -1.0163 0.6298 -0.0197 -2.27 -0.98 1.04 -0.4313
H -0.8565 1.6817 0.2177 -0.37 -0.28 0.18 0.2689
H -1.5405 0.4232 -0.9547 0.12 0.45 0.02 0.3111
Pt 2.4407 0.1837 -0.1906 2.36 1.10 -0.25 1.5666



9
Properties=species:S:1:pos:R:3:forces:R:3:mulliken_charge:R:1 method="wB97M-V/def2-TZVPD" smiles="N#CC#CC(N)=O" homo_lumo_gap_ev="9.324 / 9.325"
N 2.3366 1.1540 0.9364 2.13 1.30 -1.13 -0.2713
C 2.6042 0.2010 0.3091 -0.66 0.57 1.82 0.1881
C 1.8190 -0.9740 0.7206 -0.89 0.21 -0.53 -0.1002
C 0.6424 -0.6245 0.9168 0.11 -1.40 -0.41 0.1511
C -0.7811 -0.5914 0.6865 -0.39 -0.53 0.05 0.4782
N -1.3908 0.5771 0.3705 0.00 -0.12 0.13 -0.3879
O -1.3100 -1.6831 0.7558 -0.56 0.24 0.02 -0.5209
H -0.9360 1.4777 0.4070 0.06 -0.28 0.06 0.2319
H -2.3943 0.5397 0.2553 0.20 0.02 -0.02 0.2309



The following energy values (in hartree) correspond, in order, to the records above: -6186.4026, -346.7480, -338.1897.